(1)
A structure of composition C44H58AlN8S2, computed with ωB97M-V with the def2-TZVPD basis set.

Values from the calculation:
**DFT total energy**: -86756.846 eV
**Relative energy (zero: lowest compared OMol25 entry of this formula, charge and spin)**: 17.2 kcal/mol
**E_LUMO**: -2.1561 eV
**Kohn-Sham gap**: 6.47 eV
**Charge**: +1

XYZ file:
```
113
C44H58AlN8S2 ωB97M-V with the def2-TZVPD basis set
Al -0.21 0.45 0.14
C 1.66 -2.91 -3.59
C 1.44 -1.45 -3.60
N 1.58 -0.65 -4.61
N 1.27 0.59 -4.13
C 0.94 0.59 -2.84
S 0.50 1.83 -1.79
N 1.05 -0.72 -2.49
N 0.71 -1.10 -1.21
H 1.75 -3.26 -4.62
H 0.84 -3.42 -3.10
H 2.59 -3.15 -3.06
H 1.29 1.39 -4.74
H -0.07 -1.75 -1.22
H 1.49 -1.53 -0.72
C -0.85 -4.59 2.36
C 0.13 -4.09 1.29
C -0.65 -3.74 0.03
C 1.17 -3.10 1.85
C 2.29 -3.75 2.37
C 3.32 -3.09 2.99
C 3.24 -1.72 3.14
C 2.15 -1.01 2.66
C 2.08 0.47 2.98
C 3.21 1.25 2.32
C 2.06 0.70 4.49
C 1.11 -1.68 1.97
N 0.05 -0.91 1.39
C -1.25 -1.08 1.89
C -2.29 -0.61 1.12
N -1.99 0.05 -0.07
C -3.07 0.46 -0.92
C -3.53 -0.44 -1.89
C -4.61 -0.08 -2.69
C -5.23 1.14 -2.54
C -4.77 2.03 -1.58
C -3.69 1.71 -0.76
C -3.23 2.74 0.25
C -2.73 4.00 -0.45
C -4.32 3.08 1.27
C -2.90 -1.80 -2.09
C -2.28 -1.93 -3.48
C -3.88 -2.93 -1.80
C -3.55 -0.79 1.87
C -4.89 -0.60 1.62
C -5.81 -0.90 2.66
C -5.42 -1.35 3.90
C -4.04 -1.56 4.17
C -3.46 -2.00 5.39
C -2.10 -2.14 5.49
C -1.22 -1.87 4.40
C -1.76 -1.46 3.21
C -3.17 -1.29 3.13
H -1.29 -5.53 2.04
H -1.66 -3.88 2.53
H -0.34 -4.76 3.31
H 0.74 -4.95 1.02
H -1.26 -2.84 0.17
H -1.33 -4.56 -0.20
H 0.01 -3.64 -0.83
H 2.33 -4.83 2.27
H 4.18 -3.64 3.37
H 4.03 -1.19 3.65
H 1.14 0.84 2.58
H 4.19 0.90 2.65
H 3.14 2.31 2.56
H 3.18 1.15 1.23
H 2.96 0.31 4.98
H 1.20 0.22 4.95
H 2.02 1.77 4.71
H -4.97 -0.78 -3.44
H -6.07 1.41 -3.17
H -5.25 2.99 -1.47
H -2.39 2.30 0.79
H -3.54 4.48 -1.01
H -1.93 3.77 -1.15
H -2.35 4.72 0.28
H -5.23 3.42 0.79
H -3.98 3.89 1.92
H -4.57 2.22 1.90
H -2.10 -1.88 -1.34
H -3.05 -1.89 -4.25
H -1.77 -2.89 -3.59
H -1.58 -1.12 -3.69
H -4.72 -2.91 -2.50
H -4.29 -2.86 -0.79
H -3.39 -3.90 -1.90
H -5.25 -0.24 0.67
H -6.87 -0.75 2.47
H -6.16 -1.55 4.66
H -4.09 -2.23 6.24
H -1.67 -2.47 6.43
H -0.16 -2.02 4.53
C 1.42 5.24 1.85
N 0.66 4.50 2.86
C 1.04 4.82 4.23
C -0.07 3.42 2.56
S 0.23 2.70 1.00
N -1.01 3.03 3.43
C -1.54 1.68 3.49
C -1.70 3.97 4.30
H 1.56 6.25 2.21
H 0.87 5.27 0.91
H 2.39 4.77 1.68
H 2.12 4.98 4.25
H 0.81 3.99 4.89
H 0.55 5.73 4.60
H -0.97 1.02 2.85
H -2.59 1.66 3.20
H -1.45 1.31 4.52
H -1.54 4.99 3.96
H -1.39 3.88 5.34
H -2.76 3.75 4.24
```

(2)
A structure of composition C44H58As2CsIN2O6SSi, computed with ωB97M-V with the def2-TZVPD basis set.

Values from the calculation:
**DFT total energy**: -210877.224 eV
**Relative energy (zero: lowest compared OMol25 entry of this formula, charge and spin)**: 59.0 kcal/mol
**E_LUMO**: 3.6496 eV
**Kohn-Sham gap**: 6.53 eV
**Charge**: -2

XYZ file:
```
116
C44H58As2CsIN2O6SSi ωB97M-V with the def2-TZVPD basis set
Cs 2.67 -1.36 1.07
C -0.79 -1.93 -4.29
C -2.27 -1.69 -4.52
As -3.02 -1.00 -2.84
C -3.61 0.84 -3.20
C -3.92 1.32 -4.50
C -4.27 2.70 -4.66
C -4.28 3.49 -3.57
C -3.98 3.02 -2.24
C -3.63 1.72 -2.12
C -4.75 -1.81 -3.14
C -4.85 -3.19 -3.07
C -6.05 -3.84 -3.21
C -7.21 -3.13 -3.40
C -7.17 -1.77 -3.47
C -5.93 -1.10 -3.38
As -0.06 -0.17 -3.94
C 1.78 -0.72 -3.90
C 2.12 -1.98 -3.40
C 3.49 -2.39 -3.46
C 4.39 -1.46 -3.88
C 4.00 -0.21 -4.27
C 2.71 0.21 -4.30
C -0.24 0.52 -5.87
C -0.69 1.84 -6.05
C -0.85 2.36 -7.36
C -0.47 1.58 -8.47
C -0.05 0.24 -8.25
C 0.04 -0.26 -6.95
H -0.29 -2.37 -5.13
H -0.67 -2.56 -3.41
H -2.88 -2.59 -4.60
H -2.60 -0.97 -5.32
H -3.96 0.65 -5.30
H -4.60 3.05 -5.63
H -4.48 4.53 -3.69
H -4.05 3.76 -1.43
H -3.34 1.30 -1.13
H -3.94 -3.82 -2.80
H -5.99 -4.98 -3.14
H -8.14 -3.70 -3.61
H -8.01 -1.14 -3.61
H -6.04 -0.02 -3.36
H 1.36 -2.69 -3.10
H 3.88 -3.35 -3.10
H 5.44 -1.78 -3.97
H 4.84 0.37 -4.68
H 2.39 1.17 -4.67
H -0.97 2.45 -5.21
H -1.29 3.32 -7.60
H -0.65 1.96 -9.45
H 0.20 -0.37 -9.14
H 0.37 -1.26 -6.78
O 5.87 -2.45 -0.15
N 6.67 -1.53 -0.54
N 6.25 -0.30 -0.39
O 5.10 0.03 0.14
C 6.87 0.69 -1.23
C 8.22 0.53 -1.48
C 8.85 1.42 -2.32
C 8.12 2.46 -2.90
C 6.77 2.56 -2.68
C 6.14 1.72 -1.76
H 8.68 -0.36 -1.15
H 9.88 1.42 -2.56
H 8.69 3.18 -3.49
H 6.25 3.38 -3.27
H 5.05 1.66 -1.52
O -0.53 -0.18 0.35
H -0.53 -0.36 1.29
H -0.72 -1.03 -0.09
I -1.19 -4.11 -0.92
C -0.01 -1.99 8.84
C 0.15 -1.96 7.30
C -1.07 -2.72 6.76
C 1.46 -2.52 6.77
O 0.12 -0.62 6.90
Si -0.24 0.18 5.49
S 0.61 -0.65 3.80
O -1.85 0.28 5.49
C -2.79 0.46 4.42
C -3.95 1.16 5.08
C -3.23 -0.88 3.74
C -2.21 1.40 3.42
O 0.24 1.73 5.95
C 1.55 2.26 5.95
C 1.94 2.81 4.52
C 1.54 3.40 6.98
C 2.52 1.13 6.37
H 0.18 -2.99 9.29
H -0.98 -1.68 9.17
H 0.73 -1.26 9.25
H -1.16 -3.70 7.21
H -0.91 -2.78 5.66
H -2.00 -2.13 7.01
H 1.60 -3.60 6.98
H 2.29 -2.07 7.33
H 1.59 -2.32 5.73
H -4.48 0.60 5.87
H -4.68 1.34 4.30
H -3.66 2.18 5.44
H -3.45 -1.74 4.45
H -2.49 -1.31 3.03
H -4.19 -0.79 3.16
H -1.89 2.34 3.86
H -2.96 1.58 2.66
H -1.33 0.97 2.94
H 1.22 3.67 4.39
H 1.79 2.05 3.79
H 2.95 3.19 4.67
H 0.70 4.04 6.85
H 2.48 3.96 6.93
H 1.48 3.05 7.97
H 2.48 0.27 5.68
H 2.24 0.67 7.35
H 3.55 1.48 6.41
```

(3)
A cluster of 12 separate species, C44H58Cl4F30O20 in total, computed with ωB97M-V with the def2-TZVPD basis set.

Values from the calculation:
**DFT total energy**: -219136.777 eV
**Relative energy (zero: lowest compared OMol25 entry of this formula, charge and spin)**: 0.0 kcal/mol
**E_LUMO**: 0.2233 eV
**Kohn-Sham gap**: 10.61 eV
**SMILES**: CCOC(=O)C(F)(F)F.CCOC(=O)C(F)(F)F.CCOC(=O)C(F)(F)F.CCOC(=O)C(F)(F)F.CCOC(=O)C(F)(F)F.CCOC(=O)C(F)(F)F.CCOC(=O)C(F)(F)F.CCOC(=O)C(F)(F)F.CCOC(=O)C(F)(F)F.CCOC(=O)C(F)(F)F.ClCCCl.ClCCCl

XYZ file:
```
156
C44H58Cl4F30O20 ωB97M-V with the def2-TZVPD basis set
C 1.55 -2.74 -9.17
C 1.18 -3.79 -8.14
O 1.43 -3.34 -6.79
C 0.48 -2.73 -6.14
O -0.63 -2.50 -6.52
C 0.89 -2.34 -4.69
F 0.96 -1.01 -4.61
F 0.05 -2.82 -3.78
F 2.08 -2.89 -4.41
H 1.05 -1.80 -8.94
H 1.20 -3.04 -10.15
H 2.63 -2.55 -9.16
H 1.69 -4.74 -8.24
H 0.10 -3.88 -8.21
C 3.75 0.59 2.06
C 3.67 0.85 0.57
O 4.09 -0.30 -0.18
C 5.34 -0.36 -0.61
O 6.16 0.48 -0.43
C 5.58 -1.61 -1.48
F 4.47 -2.33 -1.60
F 5.98 -1.26 -2.70
F 6.53 -2.36 -0.93
H 4.75 0.51 2.47
H 3.12 -0.24 2.36
H 3.29 1.43 2.59
H 4.38 1.65 0.38
H 2.66 1.11 0.27
C -1.21 2.76 1.43
C -0.39 2.39 0.23
O -0.24 0.96 0.25
C 0.02 0.34 -0.87
O 0.29 0.86 -1.92
C 0.12 -1.19 -0.69
F -1.01 -1.78 -1.09
F 1.13 -1.70 -1.36
F 0.24 -1.48 0.62
H -2.20 2.31 1.38
H -1.28 3.85 1.52
H -0.79 2.43 2.38
H 0.60 2.85 0.28
H -0.80 2.80 -0.69
C 0.97 -8.48 2.37
C 0.80 -6.97 2.22
O 1.74 -6.45 1.28
C 1.48 -6.54 0.00
O 0.57 -7.12 -0.50
C 2.56 -5.89 -0.88
F 3.73 -5.77 -0.26
F 2.72 -6.64 -1.97
F 2.16 -4.68 -1.27
H 2.03 -8.73 2.46
H 0.65 -8.99 1.46
H 0.45 -8.85 3.25
H 1.08 -6.57 3.19
H -0.22 -6.68 1.98
C 2.00 -3.07 2.58
C 2.60 -3.81 3.74
O 3.38 -4.96 3.42
C 4.62 -4.77 3.04
O 5.11 -3.72 2.82
C 5.42 -6.09 2.99
F 5.92 -6.23 1.75
F 6.47 -6.03 3.81
F 4.68 -7.15 3.29
H 1.39 -2.29 3.05
H 1.32 -3.61 1.92
H 2.63 -2.47 1.93
H 1.82 -4.21 4.40
H 3.12 -3.11 4.40
C -5.50 8.00 1.44
C -4.12 7.97 2.07
O -3.17 7.37 1.17
C -2.40 8.14 0.44
O -2.52 9.31 0.26
C -1.35 7.32 -0.33
F -0.35 8.10 -0.68
F -0.88 6.32 0.45
F -1.88 6.73 -1.40
H -5.99 7.03 1.45
H -5.33 8.31 0.40
H -6.14 8.77 1.87
H -4.10 7.30 2.93
H -3.78 8.96 2.34
C -4.04 -0.39 0.25
C -4.76 -0.97 -0.95
O -3.85 -0.96 -2.05
C -4.37 -1.01 -3.26
O -5.52 -1.22 -3.50
C -3.28 -0.89 -4.33
F -3.47 0.23 -5.05
F -2.07 -0.85 -3.76
F -3.31 -1.93 -5.15
H -3.18 -0.97 0.57
H -4.72 -0.30 1.10
H -3.71 0.64 0.12
H -5.64 -0.36 -1.17
H -5.00 -1.99 -0.67
C -2.07 -9.32 -1.53
C -3.07 -8.38 -0.87
O -2.68 -7.02 -1.00
C -2.53 -6.28 0.08
O -2.69 -6.61 1.21
C -2.02 -4.86 -0.30
F -1.74 -4.70 -1.58
F -2.95 -3.98 0.08
F -0.90 -4.70 0.42
H -2.46 -10.34 -1.64
H -1.23 -9.48 -0.85
H -1.72 -8.91 -2.47
H -3.18 -8.64 0.19
H -4.03 -8.56 -1.34
C -6.36 7.37 5.27
C -6.29 5.88 5.55
O -4.94 5.41 5.52
C -4.51 4.79 4.44
O -5.13 4.60 3.43
C -3.03 4.36 4.58
F -2.62 4.31 5.83
F -2.85 3.17 4.02
F -2.30 5.26 3.90
H -5.88 7.88 6.10
H -7.42 7.65 5.24
H -5.93 7.62 4.31
H -6.90 5.29 4.86
H -6.73 5.67 6.52
C 1.87 4.64 2.67
C 2.63 5.29 3.82
O 3.96 4.75 3.94
C 4.17 3.74 4.76
O 3.35 3.20 5.42
C 5.66 3.31 4.78
F 5.74 2.09 4.24
F 6.46 4.13 4.13
F 6.04 3.24 6.06
H 2.06 3.57 2.77
H 2.19 5.07 1.72
H 0.81 4.85 2.81
H 2.08 5.19 4.75
H 2.76 6.36 3.67
Cl 0.30 2.56 -6.82
C -0.67 2.14 -5.39
C -1.20 3.35 -4.66
Cl -2.50 4.12 -5.60
H -0.14 1.44 -4.75
H -1.47 1.49 -5.75
H -0.38 4.03 -4.47
H -1.67 2.94 -3.77
Cl 1.02 4.62 -1.92
C 2.73 4.33 -2.40
C 2.94 2.88 -2.75
Cl 4.65 2.70 -3.14
H 3.35 4.62 -1.57
H 2.90 4.96 -3.26
H 2.33 2.54 -3.59
H 2.61 2.19 -1.97
```

(4)
A structure of composition C44H58N2O2P2S6Ti, computed with ωB97M-V with the def2-TZVPD basis set.

Values from the calculation:
**DFT total energy**: -160349.050 eV
**Relative energy (zero: lowest compared OMol25 entry of this formula, charge and spin)**: 36.1 kcal/mol
**E_LUMO (alpha / beta)**: 3.4645 / 3.4615 eV
**Kohn-Sham gap (alpha / beta)**: 3.37 / 4.01 eV
**2S+1**: 3
**Charge**: -2

XYZ file:
```
115
C44H58N2O2P2S6Ti ωB97M-V with the def2-TZVPD basis set
Ti -0.75 0.00 0.61
O -1.13 1.63 1.72
S -0.80 2.76 2.62
C -1.08 4.28 1.64
C -2.12 4.08 0.55
C -1.73 4.65 -0.84
C -1.75 3.58 -1.93
S -0.39 2.36 -2.03
O -0.55 1.38 -0.93
C 1.02 3.29 -1.49
C 1.50 4.35 -2.24
C 2.68 4.97 -1.86
C 3.38 4.51 -0.76
C 2.92 3.43 -0.05
C 1.73 2.80 -0.41
C -2.16 2.90 3.75
C -1.87 2.98 5.09
C -2.90 3.01 6.02
C -4.22 2.93 5.59
C -4.50 2.83 4.24
C -3.47 2.80 3.31
H -0.09 4.48 1.23
H -1.33 5.05 2.36
H -3.07 4.50 0.87
H -2.30 3.01 0.42
H -0.75 5.13 -0.79
H -2.43 5.43 -1.13
H -1.76 4.02 -2.94
H -2.62 2.93 -1.81
H 0.95 4.68 -3.12
H 3.06 5.81 -2.44
H 4.31 5.00 -0.46
H 3.49 3.04 0.79
H 1.36 1.91 0.10
H -0.83 3.02 5.41
H -2.68 3.06 7.08
H -5.02 2.92 6.31
H -5.52 2.72 3.89
H -3.68 2.67 2.25
S -1.75 -1.49 2.29
S -3.46 -0.49 2.90
S -4.68 -0.26 1.22
S -3.46 0.58 -0.22
C 3.75 0.60 -1.35
P 2.14 0.24 -2.19
C 2.15 -1.60 -2.23
N 3.37 -2.16 -2.46
C 3.40 -3.47 -2.82
C 4.62 -4.12 -3.07
C 4.65 -5.42 -3.56
C 3.47 -6.10 -3.82
C 2.24 -5.49 -3.56
C 2.18 -4.18 -3.03
N 0.98 -3.63 -2.67
C 0.96 -2.36 -2.21
P -0.69 -1.75 -1.49
C -1.44 -1.06 -3.03
C -1.76 -3.34 -1.28
C -3.10 -2.95 -0.66
C -1.01 -4.26 -0.30
C -2.12 -4.07 -2.59
C 2.62 0.68 -4.01
C 1.35 0.47 -4.85
C 2.98 2.17 -4.00
C 3.75 -0.10 -4.68
H 4.59 0.57 -2.04
H 3.90 -0.17 -0.59
H 3.70 1.57 -0.86
H 5.54 -3.57 -2.89
H 5.61 -5.91 -3.75
H 3.49 -7.11 -4.21
H 1.31 -6.01 -3.73
H -1.37 -1.78 -3.85
H -0.89 -0.16 -3.31
H -2.48 -0.79 -2.84
H -2.99 -2.60 0.35
H -3.74 -3.85 -0.64
H -3.62 -2.18 -1.24
H -0.71 -3.71 0.59
H -0.13 -4.70 -0.76
H -1.69 -5.07 0.02
H -2.83 -3.48 -3.18
H -2.63 -5.01 -2.32
H -1.25 -4.31 -3.18
H 0.55 1.14 -4.54
H 0.99 -0.56 -4.76
H 1.57 0.67 -5.92
H 2.25 2.75 -3.42
H 2.99 2.56 -5.03
H 3.97 2.33 -3.56
H 3.44 -1.12 -4.93
H 4.64 -0.18 -4.06
H 4.02 0.42 -5.62
C 3.27 -0.33 2.33
C 1.81 -0.77 2.54
C 1.28 0.08 3.69
C 0.99 -0.60 1.22
C 1.80 -2.26 2.90
C 2.42 -3.19 2.05
C 2.41 -4.55 2.32
C 1.78 -5.04 3.46
C 1.15 -4.14 4.31
C 1.17 -2.77 4.04
H 3.27 0.70 1.95
H 3.79 -0.96 1.61
H 3.82 -0.36 3.28
H 1.46 1.13 3.45
H 1.81 -0.15 4.63
H 0.21 -0.08 3.84
H 1.48 -1.22 0.46
H 2.89 -2.85 1.14
H 2.89 -5.24 1.63
H 1.76 -6.10 3.67
H 0.63 -4.50 5.19
H 0.66 -2.10 4.72
```

Question: The highest DFT total energy belongs to which entry?
Answer: C44H58AlN8S2

Question: The lowest relative energy (zero: lowest compared OMol25 entry of this formula, charge and spin) belongs to which entry?
Answer: C44H58Cl4F30O20

Question: Which of these has the lowest DFT total energy?
Answer: C44H58Cl4F30O20